No. 1
A cluster of 2 separate species, C2O3 in total. Source: the OMol25 dataset; level of theory: ωB97M-V with the def2-TZVPD basis set.

Values from the calculation:
relative energy (zero: lowest compared OMol25 entry of this formula, charge and spin) = 187.7 kJ/mol
maximum force = 0.223 Eh/bohr
HOMO-LUMO gap = 12.360 eV

```
! RIJCOSX wB97M-V def2-TZVPD def2/J DEFGRID3
* xyz 0 1
C -0.12 2.71 0.10
C 0.36 -3.23 -0.68
O 0.39 3.38 0.86
O 0.35 -3.86 0.27
O -0.85 1.72 -0.60
*
```

=====

No. 2
A structure of composition C3H3AsBr2N9S4Tc. Source: the OMol25 dataset; level of theory: ωB97M-V with the def2-TZVPD basis set.

Values from the calculation:
relative energy (zero: lowest compared OMol25 entry of this formula, charge and spin) = 5.9 kJ/mol
maximum force = 0.004 Eh/bohr
HOMO-LUMO gap (spin up / spin down) = 6.399 / 6.399 eV

```
! RIJCOSX wB97M-V def2-TZVPD def2/J DEFGRID3
* xyz 2 1
Tc 0.30 -0.31 0.09
Br 0.80 -0.06 2.49
C 2.71 -0.38 2.13
Br 2.71 -1.32 0.44
H 3.13 -0.98 2.92
H 3.17 0.59 1.99
N -0.99 2.80 -0.67
C 0.37 2.62 -0.63
N 1.24 3.57 -0.73
N 2.45 2.94 -0.61
N 2.34 1.70 -0.45
N 0.98 1.39 -0.46
C -1.87 1.78 -0.64
N -3.17 1.87 -0.97
N -3.65 0.67 -0.92
N -2.69 -0.13 -0.53
N -1.53 0.53 -0.33
H -1.33 3.73 -0.87
S -0.29 -7.29 -0.50
As -0.73 -5.70 0.57
S -2.77 -1.84 -0.77
S -0.75 -2.20 -0.34
S -0.43 -3.97 -1.22
*
```

=====

No. 3
A cluster of 3 separate species, C23H39N2O7P in total. Source: the OMol25 dataset; level of theory: ωB97M-V with the def2-TZVPD basis set.

Values from the calculation:
SMILES = CP(O)c1ccc2c(c1)C(=O)C=CC2=O.COCCNCCOC.COCCNCCOC
maximum force = 0.166 Eh/bohr
HOMO-LUMO gap = 6.345 eV

```
! RIJCOSX wB97M-V def2-TZVPD def2/J DEFGRID3
* xyz 0 1
C 7.80 -3.92 3.98
P 6.83 -2.33 3.44
O 6.85 -1.19 4.78
C 5.04 -2.99 3.14
C 4.64 -3.42 1.61
C 3.11 -4.04 1.39
C 2.08 -4.18 2.66
C 2.55 -3.72 4.20
C 4.05 -3.11 4.45
C 1.45 -3.96 5.44
O 1.30 -3.10 6.46
C 0.54 -5.35 5.26
C 0.10 -5.75 3.87
C 0.54 -4.82 2.55
O -0.28 -4.56 1.52
H 8.78 -4.10 3.36
H 7.12 -4.89 3.80
H 7.97 -3.87 5.15
H 5.95 -1.17 5.22
H 5.40 -3.33 0.70
H 2.79 -4.37 0.31
H 4.36 -2.79 5.54
H 0.29 -6.00 6.20
H -0.54 -6.73 3.70
C 1.28 -1.04 2.84
O 1.33 -0.92 1.42
C 0.20 -1.50 0.77
C -0.67 -0.41 0.13
N -1.37 0.38 1.15
C -2.01 1.59 0.63
C -1.09 2.68 0.04
O -0.26 3.31 1.01
C 0.96 2.63 1.27
H 2.24 -0.71 3.25
H 0.49 -0.40 3.25
H 1.12 -2.08 3.14
H -0.38 -2.14 1.44
H 0.60 -2.14 -0.03
H -1.41 -0.87 -0.53
H -0.02 0.23 -0.48
H -0.70 0.66 1.87
H -2.57 2.03 1.46
H -2.76 1.30 -0.13
H -1.74 3.47 -0.35
H -0.51 2.32 -0.81
H 1.34 2.10 0.39
H 0.84 1.95 2.11
H 1.71 3.38 1.57
C -5.17 5.50 -4.13
O -5.23 4.57 -5.21
C -4.21 4.78 -6.19
C -3.20 3.63 -6.17
N -2.38 3.66 -4.96
C -1.58 2.44 -4.76
C -2.34 1.12 -4.53
O -3.06 1.08 -3.29
C -4.36 1.66 -3.35
H -6.07 5.36 -3.52
H -4.29 5.30 -3.51
H -5.15 6.53 -4.50
H -3.71 5.75 -6.07
H -4.70 4.79 -7.17
H -2.55 3.70 -7.05
H -3.76 2.69 -6.24
H -2.98 3.77 -4.15
H -0.95 2.63 -3.88
H -0.90 2.32 -5.61
H -1.60 0.33 -4.46
H -2.99 0.85 -5.37
H -4.83 1.54 -4.33
H -4.32 2.71 -3.07
H -4.99 1.15 -2.61
*
```

=====

No. 4
A structure of composition C8H54HgO21V. Source: the OMol25 dataset; level of theory: ωB97M-V with the def2-TZVPD basis set.

Values from the calculation:
maximum force = 0.070 Eh/bohr
HOMO-LUMO gap (spin up / spin down) = 7.458 / 7.331 eV

```
! RIJCOSX wB97M-V def2-TZVPD def2/J DEFGRID3
* xyz 0 4
Hg 0.12 0.32 -0.27
V -1.75 0.41 2.82
C 1.31 3.06 3.44
C 1.12 2.32 2.07
O 0.39 1.13 1.95
H 1.77 2.36 4.14
H 0.40 3.33 3.95
H 1.93 3.96 3.49
H 2.10 2.16 1.64
H 0.80 3.07 1.35
C 4.42 1.30 -0.41
C 3.21 1.12 -1.36
O 2.32 0.04 -1.25
H 4.10 1.35 0.63
H 5.02 2.19 -0.58
H 5.14 0.52 -0.64
H 3.69 1.16 -2.34
H 2.62 2.03 -1.32
C -4.53 -0.88 0.60
C -3.35 -0.24 -0.13
O -2.21 0.01 0.58
H -4.65 -0.61 1.65
H -4.41 -1.96 0.61
H -5.50 -0.69 0.14
H -3.77 0.63 -0.64
H -3.07 -0.89 -0.97
C -1.66 -4.17 3.81
C -2.15 -2.94 3.13
O -1.39 -1.76 3.31
H -1.39 -3.97 4.85
H -0.69 -4.49 3.43
H -2.42 -4.95 3.74
H -3.16 -2.78 3.50
H -2.23 -3.13 2.06
O -0.43 2.38 -1.25
H -0.93 3.04 -0.78
H -0.89 2.28 -2.08
O -2.62 -1.37 -3.83
H -2.70 -1.23 -4.77
H -3.47 -1.12 -3.48
O 1.40 0.29 -4.36
H 2.16 -0.25 -4.60
H 1.76 0.95 -3.77
O 3.84 -0.96 -4.04
H 4.28 -1.80 -3.93
H 3.58 -0.71 -3.16
O -2.01 4.41 0.33
H -1.26 5.00 0.41
H -2.66 4.91 -0.15
O -0.39 -0.48 -2.31
H 0.16 -0.29 -3.07
H -1.16 -0.90 -2.67
O -2.51 2.67 2.33
H -2.76 3.35 2.95
H -2.40 3.13 1.49
O -0.92 -3.56 -1.47
H -1.59 -2.91 -1.26
H -0.86 -4.11 -0.69
O -4.42 2.93 -1.34
H -4.57 2.13 -0.84
H -3.77 2.69 -2.00
O 1.51 -1.93 4.50
H 0.69 -2.00 4.01
H 1.33 -2.38 5.32
O 1.86 -4.22 0.05
H 2.27 -3.96 -0.77
H 2.55 -4.65 0.55
O 3.04 -0.25 3.04
H 2.66 -0.82 3.71
H 2.36 0.40 2.86
O 1.06 4.31 -3.12
H 2.00 4.44 -2.98
H 0.81 3.68 -2.44
O 1.94 -2.74 -2.43
H 1.95 -1.79 -2.30
H 1.08 -3.02 -2.13
O 0.46 -1.79 0.65
H 1.28 -2.29 0.55
H -0.07 -2.33 1.23
O 3.87 -1.66 0.82
H 3.70 -1.01 1.50
H 3.57 -1.26 0.01
O -2.19 1.97 -3.38
H -2.77 1.30 -3.77
H -1.97 2.55 -4.11
*
```

=====

What did the third record say?
A cluster of 3 separate species, C23H39N2O7P in total. Source: the OMol25 dataset; level of theory: ωB97M-V with the def2-TZVPD basis set.

Values from the calculation:
SMILES = CP(O)c1ccc2c(c1)C(=O)C=CC2=O.COCCNCCOC.COCCNCCOC
maximum force = 0.166 Eh/bohr
HOMO-LUMO gap = 6.345 eV

```
! RIJCOSX wB97M-V def2-TZVPD def2/J DEFGRID3
* xyz 0 1
C 7.80 -3.92 3.98
P 6.83 -2.33 3.44
O 6.85 -1.19 4.78
C 5.04 -2.99 3.14
C 4.64 -3.42 1.61
C 3.11 -4.04 1.39
C 2.08 -4.18 2.66
C 2.55 -3.72 4.20
C 4.05 -3.11 4.45
C 1.45 -3.96 5.44
O 1.30 -3.10 6.46
C 0.54 -5.35 5.26
C 0.10 -5.75 3.87
C 0.54 -4.82 2.55
O -0.28 -4.56 1.52
H 8.78 -4.10 3.36
H 7.12 -4.89 3.80
H 7.97 -3.87 5.15
H 5.95 -1.17 5.22
H 5.40 -3.33 0.70
H 2.79 -4.37 0.31
H 4.36 -2.79 5.54
H 0.29 -6.00 6.20
H -0.54 -6.73 3.70
C 1.28 -1.04 2.84
O 1.33 -0.92 1.42
C 0.20 -1.50 0.77
C -0.67 -0.41 0.13
N -1.37 0.38 1.15
C -2.01 1.59 0.63
C -1.09 2.68 0.04
O -0.26 3.31 1.01
C 0.96 2.63 1.27
H 2.24 -0.71 3.25
H 0.49 -0.40 3.25
H 1.12 -2.08 3.14
H -0.38 -2.14 1.44
H 0.60 -2.14 -0.03
H -1.41 -0.87 -0.53
H -0.02 0.23 -0.48
H -0.70 0.66 1.87
H -2.57 2.03 1.46
H -2.76 1.30 -0.13
H -1.74 3.47 -0.35
H -0.51 2.32 -0.81
H 1.34 2.10 0.39
H 0.84 1.95 2.11
H 1.71 3.38 1.57
C -5.17 5.50 -4.13
O -5.23 4.57 -5.21
C -4.21 4.78 -6.19
C -3.20 3.63 -6.17
N -2.38 3.66 -4.96
C -1.58 2.44 -4.76
C -2.34 1.12 -4.53
O -3.06 1.08 -3.29
C -4.36 1.66 -3.35
H -6.07 5.36 -3.52
H -4.29 5.30 -3.51
H -5.15 6.53 -4.50
H -3.71 5.75 -6.07
H -4.70 4.79 -7.17
H -2.55 3.70 -7.05
H -3.76 2.69 -6.24
H -2.98 3.77 -4.15
H -0.95 2.63 -3.88
H -0.90 2.32 -5.61
H -1.60 0.33 -4.46
H -2.99 0.85 -5.37
H -4.83 1.54 -4.33
H -4.32 2.71 -3.07
H -4.99 1.15 -2.61
*
```